{
  "formula": "C39H86BBrIO19P3S",
  "method": "ωB97M-V/def2-TZVPD",
  "symbols": ["O", "H", "C", "O", "S", "O", "O", "C", "H", "C", "H", "C", "C", "C", "H", "H", "C", "C", "H", "H", "Br", "H", "H", "H", "H", "H", "H", "H", "O", "C", "C", "H", "C", "C", "P", "C", "H", "H", "H", "H", "H", "H", "H", "H", "C", "H", "H", "C", "H", "O", "H", "H", "H", "H", "C", "P", "C", "C", "H", "C", "H", "H", "H", "H", "O", "C", "O", "H", "C", "H", "H", "H", "H", "H", "H", "C", "H", "H", "O", "H", "C", "H", "H", "H", "C", "C", "H", "H", "H", "H", "C", "H", "O", "H", "O", "H", "H", "O", "H", "O", "H", "H", "H", "H", "H", "C", "C", "H", "H", "H", "P", "H", "H", "H", "H", "H", "H", "H", "H", "I", "C", "C", "H", "C", "H", "H", "C", "H", "H", "C", "H", "H", "H", "H", "O", "B", "C", "C", "O", "H", "C", "C", "H", "C", "O", "O", "H", "O", "H", "C", "O"],
  "xyz": [[7.882556, 6.258896, -1.897608], [7.488883, 0.191994, 0.811988], [-0.504461, 1.326238, 3.371481], [-3.574358, -1.664282, -0.641408], [1.418577, -2.908561, 0.298268], [-6.373865, 4.440847, 1.551703], [-1.297308, -5.512671, -6.922792], [0.999491, -1.079511, 4.084844], [6.291058, 3.139761, -4.503714], [-1.716853, -5.556344, 1.667911], [3.959064, 0.119298, 0.223736], [0.004404, -4.405746, -3.746620], [-4.340403, 2.786725, 1.412259], [-1.431335, 1.225542, 4.761912], [3.537253, 6.028886, -5.722506], [0.919387, -1.466396, 6.378474], [5.919167, 2.597468, -3.631539], [-1.626485, -1.517048, 0.943142], [-1.888353, -5.306490, 2.797639], [2.153947, -4.164181, -3.796234], [1.128855, 0.901669, 0.263217], [-1.497450, -7.801078, -9.387321], [0.974300, -5.919911, 3.972937], [8.010497, 8.676494, -2.961238], [-0.153489, -5.898720, -8.556890], [-2.539832, -6.391473, -9.120671], [-3.671477, -7.786815, -5.825110], [-4.943722, -5.045600, -6.272408], [2.285252, -1.704311, 1.042149], [3.911304, 0.796455, 1.175719], [-4.975750, 6.031461, 5.176932], [-0.967229, 2.276768, 2.810891], [-2.402155, -2.457308, -0.134526], [-5.919271, 7.154166, 1.774653], [7.239093, 5.555344, -3.261957], [0.313098, -0.932637, 2.651395], [5.535052, -0.496777, 2.118049], [6.171799, 1.041015, -0.237834], [-3.916455, -0.302331, 3.249402], [-2.774024, -5.442900, 1.140330], [6.721956, 1.934030, -3.297418], [-4.218558, 6.024638, 5.970114], [-2.534986, -7.717025, -7.955886], [-4.678368, 4.182288, -0.232464], [5.422020, 0.664544, 1.882572], [8.262680, 8.897688, -1.241146], [-6.331144, 4.890715, 6.400834], [-0.786314, -6.452524, -7.855653], [-5.427791, -1.199743, 2.361370], [-0.550470, 0.226180, 2.496042], [-0.219017, -3.609600, -3.029009], [-0.804705, -1.337613, 5.631283], [-2.312280, 0.461136, 4.667521], [1.992394, -1.744262, 3.987165], [8.728835, 8.507186, -2.153274], [-5.546848, 4.712527, 2.832118], [2.837373, 0.238150, 2.328726], [5.518100, 3.541891, -2.521631], [-2.164980, -7.817325, 2.287201], [1.297984, -4.078851, -4.471583], [-7.109477, 5.690143, 5.040789], [-3.591348, 2.028835, 1.663754], [-5.317455, 2.301301, 1.504843], [-1.480170, -3.332313, 4.048846], [-1.077645, -4.473885, -4.663134], [-4.228827, -2.607045, 3.724805], [5.752565, 6.305483, -3.199284], [-0.791657, -4.664136, -0.214483], [-6.333702, 5.805318, 5.801040], [9.718663, 6.672867, -2.781159], [7.080357, 2.078774, 1.170818], [2.480096, 1.191363, 2.901920], [5.068454, 1.982919, -3.938936], [-0.739520, 1.062414, 5.700603], [-5.245332, -7.514875, -6.600384], [-4.082280, -5.721741, -6.329625], [1.264442, -3.054704, -4.861158], [-3.280505, -1.036288, -1.364529], [-0.142779, -6.602654, -5.175768], [0.085488, -5.332030, -3.168465], [-0.657807, -2.207344, 2.102216], [5.263632, 2.952193, -1.632798], [-5.558419, 8.636405, 3.308139], [5.476271, 1.214977, 2.918613], [-1.830651, -2.558845, 3.246945], [0.186624, -3.509646, 1.635702], [-7.042905, 8.899967, 2.374605], [0.222359, -2.893790, 5.367339], [-6.602375, 6.643431, 6.450084], [-2.865450, -3.448752, 0.272083], [6.648261, 1.037721, 0.849689], [-4.328088, 2.513569, -0.734037], [-5.015977, 6.209220, 2.327650], [9.630181, 9.091557, -2.358542], [-3.079883, -5.182023, -5.495886], [3.494888, -0.500880, 2.997622], [-5.377014, 7.700451, 0.995917], [2.312287, -4.097557, -0.238478], [-3.758746, -5.703176, -7.370274], [7.845798, 6.574522, -4.257155], [-1.075833, -0.788573, 0.215464], [5.794061, 6.934024, -5.201559], [4.589238, 4.742636, -5.113046], [-4.900268, 7.009902, 4.702671], [0.376851, -5.618203, 0.854210], [4.088190, 5.674979, -4.845480], [-0.487016, -4.789510, 0.934676], [-1.944557, 2.290171, 4.930867], [3.102945, -4.810777, 3.922722], [-6.781204, 6.676386, 1.292458], [-1.529936, -5.931708, -5.326956], [3.783911, 1.946089, 0.955640], [4.620340, 4.108097, -2.769435], [-2.527713, -0.882167, 1.410159], [-1.980620, -1.514311, 3.809179], [-0.313333, -7.308910, 2.076001], [-4.983711, -7.061357, -4.905131], [-5.472410, -0.761987, 4.232744], [-1.801815, -2.737741, -1.104054], [-1.256110, -7.920971, -0.457312], [-4.519363, -7.101734, -5.894580], [-6.400988, 8.136039, 2.824396], [-6.974460, 7.624741, 3.600030], [1.565016, -0.586414, 1.595514], [1.440548, -0.080782, 4.575329], [9.618728, 6.900771, -1.044205], [9.067113, 7.037029, -1.980092], [3.243718, -4.913753, 2.051166], [-5.105534, -3.405555, 3.662782], [5.092259, 6.714246, -4.387382], [3.368096, 5.451210, -4.054475], [3.216002, -3.210401, 2.944052], [1.467116, -4.729755, -5.334833], [0.550292, 1.716705, 3.752752], [0.753063, -2.344729, -0.972326], [1.075841, -4.277393, 2.835017], [-1.413035, -7.201425, 1.627947], [-1.903738, -7.129001, -8.624957], [6.561189, 4.416561, -2.149968], [-0.152782, -7.211696, -7.380249], [2.733501, -4.274471, 2.921057], [0.279346, -1.701675, 5.398160], [4.563888, 7.645440, -4.158029], [-4.091845, 3.288375, 0.000752], [-3.135566, -2.961140, 2.805269], [0.439960, -5.069089, 3.947869], [-3.039653, 3.571399, -0.119911], [-4.210510, 3.846132, 2.348343], [-3.819767, -2.586589, 4.821354], [-4.773661, -1.098915, 3.347143], [-4.622775, 5.016089, 4.262797]],
  "forces_ev_per_a": [[0.4, -1.7, -0.4], [-1.8, 2.0, 0.4], [-0.8, 3.1, 2.0], [1.5, 0.1, -0.3], [0.5, -2.7, -6.9], [-2.2, -0.8, 4.0], [-0.7, -1.2, -0.3], [1.9, -0.4, 2.3], [-0.1, 0.1, -0.1], [-1.0, -1.6, 0.3], [-0.4, 1.5, 1.8], [0.5, 0.0, 0.4], [-0.1, -0.3, -0.5], [0.1, 1.0, -0.1], [0.1, 0.0, 0.1], [-1.2, -0.3, -2.3], [0.1, -0.3, 0.1], [-0.9, 0.5, -1.8], [0.6, -0.3, -2.2], [-0.1, 0.0, 0.0], [-0.7, -1.3, 0.1], [0.0, 0.1, 0.1], [-0.7, 1.6, 0.4], [0.2, -0.2, 0.0], [0.0, 0.1, 0.1], [0.1, 0.0, 0.0], [0.1, -0.1, -0.1], [0.2, 0.1, 0.2], [-1.4, -0.8, -0.3], [1.8, 0.0, 1.5], [0.0, 0.4, 0.4], [1.1, -2.4, 0.8], [-0.6, -0.4, -1.0], [-0.2, 0.5, -0.4], [-2.8, 7.5, 5.1], [0.0, 0.3, -0.6], [-0.2, 2.4, -0.3], [1.2, 0.3, 2.2], [-1.6, -1.7, 0.0], [2.4, 0.2, 1.0], [-0.1, 0.1, 0.0], [0.0, -0.2, -0.2], [0.0, -0.1, 0.0], [-0.1, -0.2, 0.1], [-0.1, -1.7, -0.3], [0.1, -0.1, -0.1], [0.0, 0.1, -0.1], [0.4, -0.2, -0.4], [1.6, 0.5, 2.0], [0.6, -0.8, 1.3], [-0.1, 0.0, -0.2], [2.1, -0.5, -0.6], [1.9, 1.3, 0.3], [-2.3, 1.4, -0.1], [-0.2, 0.2, 0.1], [7.1, 2.2, -5.9], [1.1, 0.0, -0.9], [-0.5, -0.4, -0.1], [1.4, 1.2, -1.7], [0.2, 0.2, -0.2], [-0.1, 0.1, -0.1], [0.0, 0.1, 0.1], [0.1, 0.2, -0.1], [-0.3, 1.3, -1.5], [-1.5, -1.1, 0.6], [0.1, 1.2, 0.4], [-0.3, -1.0, -1.0], [0.8, 0.2, 2.6], [0.0, -0.1, 0.3], [-0.2, 0.2, 0.0], [-0.6, -2.1, -1.1], [0.5, -2.1, -0.9], [0.1, 0.1, 0.0], [-1.6, -0.1, -1.8], [0.1, 0.0, 0.1], [-0.5, -0.1, -0.3], [0.0, -0.1, 0.1], [-0.2, -1.3, 1.4], [-3.6, -2.6, 1.5], [0.1, 0.1, -0.2], [-2.4, 0.8, -0.5], [0.3, 0.2, 0.0], [-0.1, 0.0, -0.1], [-0.1, -0.9, -2.1], [0.7, 1.4, 2.3], [0.1, 0.1, 0.6], [0.1, -0.1, 0.0], [0.1, 2.6, -0.1], [0.0, -0.1, -0.1], [0.8, 2.1, -0.5], [-0.7, -0.3, 0.0], [0.0, 0.0, 0.1], [-1.1, 0.4, 0.8], [-0.1, -0.1, 0.0], [0.4, -2.6, 1.9], [-1.8, 1.6, -1.3], [0.1, -0.1, 0.1], [-2.5, 4.4, 3.6], [0.2, -0.1, 0.0], [0.7, -4.4, -1.1], [-0.6, -1.3, 1.8], [0.0, 0.0, 0.3], [0.0, 0.0, -0.1], [-0.1, -0.1, -0.2], [-1.6, 1.9, 0.2], [-0.1, -0.1, 0.0], [-0.3, -1.8, -1.4], [1.1, -2.3, -0.5], [-1.0, 1.2, -2.0], [0.3, -0.1, 0.1], [4.8, 7.6, -3.5], [-0.1, -2.5, 0.1], [0.1, 0.1, -0.2], [2.3, -1.6, -0.7], [0.6, -2.1, -1.2], [-2.5, -0.1, -1.0], [0.0, 0.0, -0.1], [1.3, -0.6, -1.8], [-0.6, 0.6, 2.2], [-0.2, 0.3, 1.2], [-0.3, 0.0, 0.2], [0.0, 0.1, 0.1], [-0.1, 0.0, 0.0], [2.0, 1.8, 1.8], [-1.1, -1.8, -2.0], [-0.2, -0.1, 0.0], [0.4, 0.3, -0.1], [-1.2, 1.7, 1.6], [2.1, 1.7, -0.1], [-0.3, 0.4, -0.4], [0.0, 0.1, -0.1], [-0.9, -2.0, -0.4], [-0.1, -0.1, 0.2], [-1.9, -1.2, -1.1], [1.3, -0.8, 4.9], [0.7, -0.8, 1.9], [1.1, 1.5, 1.7], [-0.1, 0.0, -0.1], [2.3, -0.8, -2.2], [-0.1, 0.3, 0.1], [1.2, -1.1, 0.4], [-0.5, -1.4, 1.0], [0.1, -0.1, 0.1], [0.2, 0.2, -0.2], [-0.2, -0.1, 0.2], [1.5, 0.3, -3.3], [-0.1, -0.1, 0.0], [-0.9, -0.4, 1.6], [-0.7, -0.2, -1.9], [-0.8, -0.8, 0.3], [-2.7, -1.8, 0.1]],
  "smiles": "CCCC[C@@]1(Br)OS(=O)(=O)[C@@](CCCI)(B(C)O)[C@@](CCO)(COCC)[C@]1(CC)OCC.CCOP(=O)(OCC)OCC.CCOP(=O)(OCC)OCC.CCOP(=O)(OCC)OCC",
  "lumo_energy_ev": -1.8,
  "spin_multiplicity": 1,
  "orbital_gap_ev": 7.7
}